Below is a single C2H6N4O2 molecule at a distorted geometry, with properties calculated with ωB97M-V with the def2-TZVPD basis set.

Last column: Löwdin charge in e.
CARTESIAN COORDINATES (ANGSTROEM)
N 1.05143 2.04281 0.02293  0.006
N 1.31476 0.61926 0.05937  0.000
C 0.29964 -0.15473 0.04532  -0.389
N 0.42136 -1.53532 0.02839  -0.030
O 1.74527 -1.93062 -0.15739  -0.038
N -1.05822 0.30873 0.02767  0.133
C -2.17940 -0.48628 -0.11329  -0.320
O -3.34202 -0.13767 -0.00083  0.034
H 1.98777 2.46341 -0.03178  0.084
H 0.52387 2.17679 -0.82253  0.065
H 0.05768 -1.93910 0.85125  0.120
H 2.25944 -1.14981 0.13900  0.077
H -1.18392 1.28036 0.22354  0.123
H -1.89767 -1.55782 -0.27165  0.135

HOMO level ... -9.18 eV
Frontier orbital gap ... 0.364 Eh
Energy relative to the best compared isomer or geometry (same formula, charge and spin) ... 56.2 kcal per mole
Max |F| ... 0.0391 hartree/bohr


Below is a single C2H6N4S molecule at a distorted geometry, with properties calculated with ωB97M-V with the def2-TZVPD basis set.

Last column: Löwdin charge in e.
CARTESIAN COORDINATES (ANGSTROEM)
N 1.83093 0.25597 -0.20562  0.035
N 0.47229 0.37712 -0.07681  -0.253
C -0.04643 0.10235 1.28545  -0.165
C -0.80465 -1.01814 1.38678  -0.436
S -1.30354 -1.64729 -0.15345  0.898
N -0.32929 -0.45343 -1.01612  -0.480
N -1.17934 0.37755 -1.67388  -0.067
H 2.37966 -0.27270 0.43150  0.076
H 2.15369 1.01481 -0.79005  0.086
H 0.24941 0.82604 2.08182  0.114
H -1.15136 -1.30831 2.31347  0.030
H -0.73063 0.62190 -2.53079  0.065
H -1.54074 1.12413 -1.05231  0.097

HOMO level ... -7.68 eV
Frontier orbital gap ... 0.320 Eh
Energy relative to the best compared isomer or geometry (same formula, charge and spin) ... 101.1 kcal per mole
Max |F| ... 0.0630 hartree/bohr


Below is a molecular structure, C2H6N4S2 at a distorted geometry, with properties calculated with ωB97M-V with the def2-TZVPD basis set.

Last column: Löwdin charge in e.
CARTESIAN COORDINATES (ANGSTROEM)
C -0.82925 0.85303 -0.23533  -0.573
C 0.76511 -0.78727 0.19868  -0.372
H -2.84541 -2.15170 1.02580  0.017
H -2.78608 1.07290 0.06003  0.094
H 0.10664 2.71914 -0.13881  0.070
H 1.13933 1.08474 -0.67469  0.149
H -0.10134 -1.55769 0.48865  0.094
H 4.35294 -0.80997 0.38128  -0.101
N -2.15702 0.25599 -0.05461  -0.323
N -0.80658 2.16710 -0.07780  0.055
N 0.38117 0.43241 -0.26181  0.011
N 1.92852 -1.38691 0.25575  -0.327
S -2.40214 -1.50970 -0.49519  0.614
S 3.25410 -0.38206 -0.47194  0.591

HOMO level ... -8.49 eV
Frontier orbital gap ... 0.301 Eh
Energy relative to the best compared isomer or geometry (same formula, charge and spin) ... 117.5 kcal per mole
Max |F| ... 0.1716 hartree/bohr


Below is a gas-phase ion, C2H6N5 (charge +1) at a distorted geometry, with properties calculated with ωB97M-V with the def2-TZVPD basis set.

Last column: Löwdin charge in e.
CARTESIAN COORDINATES (ANGSTROEM)
N -0.56616 0.71751 -1.82540  0.180
C -0.41821 0.62649 -0.47865  -0.323
N -0.75676 1.45923 0.45721  0.123
N -0.53940 0.86746 1.61018  0.058
C 0.24538 -0.24439 1.42327  -0.002
N 0.24074 -0.47052 0.13584  -0.061
N 0.79559 -1.61427 -0.48218  0.114
H -0.97528 1.52718 -2.35330  0.162
H -0.74887 -0.13442 -2.25543  0.079
H -0.73879 1.47500 2.39379  0.182
H 0.57931 -0.72132 2.37488  0.184
H 1.42155 -2.08759 0.28575  0.161
H 1.46091 -1.40038 -1.28596  0.144

HOMO level ... -13.82 eV
Frontier orbital gap ... 0.373 Eh
Energy relative to the best compared isomer or geometry (same formula, charge and spin) ... 38.5 kcal per mole
Max |F| ... 0.0928 hartree/bohr
Net charge ... +1